# 1
23
Properties=species:S:1:pos:R:3:forces:R:3:lowdin_charge:R:1 method="wB97M-V/def2-TZVPD" de_lowest_kcal_mol=29.1 orbital_gap_ev=9.64 smiles=NCCCCCO.O
C 0.788 -2.025 -1.216 1.6 0.5 0.6 -0.22
O 2.023 -1.530 -0.563 -0.7 0.0 -0.8 -0.10
C -0.388 -1.663 -0.335 -0.2 -0.5 -0.6 -0.19
C -0.352 -0.198 0.059 0.0 0.8 0.7 -0.22
C -1.712 0.406 0.512 0.3 -1.5 -0.2 -0.20
C -2.179 1.545 -0.372 -0.2 0.2 0.7 -0.30
N -1.271 2.666 -0.374 0.4 -0.2 -0.6 0.00
H 1.037 -3.064 -1.400 -0.7 -0.4 0.3 0.11
H 0.715 -1.567 -2.199 -0.1 0.3 -0.1 0.11
H 2.241 -0.745 -1.077 0.3 0.0 0.4 0.08
H -0.369 -2.319 0.535 -0.2 0.1 0.2 0.12
H -1.315 -1.866 -0.886 0.1 -0.1 0.1 0.12
H 0.058 0.421 -0.740 0.0 -0.1 -0.4 0.11
H 0.371 -0.073 0.863 0.1 0.0 0.0 0.08
H -1.687 0.619 1.581 0.0 0.5 -0.1 0.11
H -2.410 -0.434 0.412 -0.3 0.3 0.0 0.10
H -3.146 1.887 0.002 -0.1 0.0 -0.2 0.11
H -2.323 1.127 -1.375 -0.1 0.2 -0.1 0.10
H -0.315 2.458 -0.159 0.1 0.1 0.1 0.05
H -1.565 3.584 -0.114 -0.2 0.0 0.2 0.06
H 1.870 0.705 2.562 0.1 -0.2 -0.1 0.03
H 2.556 -0.311 1.613 -0.1 0.1 0.0 0.02
O 2.599 0.597 1.942 0.1 0.0 0.0 -0.07



# 2
72
Properties=species:S:1:pos:R:3:forces:R:3:lowdin_charge:R:1 method="wB97M-V/def2-TZVPD" de_lowest_kcal_mol=2.2 orbital_gap_ev=8.02 smiles="CCOc1ccc([C@H]2/C(=C(/O)c3ccc4c(c3)C[C@H](C)O4)C(=O)C(=O)N2CCCn2ccnc2)cc1OCC"
C -2.257 -3.747 2.203 0.2 0.4 -0.1 -0.05
C -1.397 -2.495 2.122 0.0 -0.2 0.3 -0.25
O -1.492 -2.000 0.799 0.0 0.1 -0.3 -0.10
C -0.677 -0.976 0.403 -0.1 0.0 -0.2 -0.21
C 0.085 -0.225 1.291 -0.1 0.0 0.1 -0.02
C 0.847 0.847 0.862 0.0 -0.1 -0.2 -0.03
C 0.865 1.197 -0.478 0.0 -0.4 -0.1 -0.19
C 0.142 0.428 -1.374 0.0 -0.1 0.3 0.04
C -0.626 -0.660 -0.969 0.1 0.0 0.1 -0.19
O -1.310 -1.271 -1.972 -0.1 0.4 0.2 -0.03
C -1.637 -2.651 -1.909 -0.1 -0.7 -0.1 -0.23
C -0.403 -3.543 -1.824 -0.3 0.4 0.0 -0.05
H 0.283 -3.315 -2.637 0.1 0.0 -0.1 0.08
H 0.119 -3.396 -0.882 0.1 0.0 0.1 0.06
H -0.702 -4.585 -1.898 0.0 -0.1 0.0 0.08
H -2.314 -2.857 -1.076 0.1 0.1 -0.2 0.10
H -2.166 -2.828 -2.849 0.0 0.0 0.1 0.13
H 0.142 0.660 -2.427 0.0 0.0 -0.2 0.14
C 1.612 2.432 -0.936 -0.4 -0.1 0.0 -0.17
N 3.052 2.328 -0.783 -0.2 0.1 0.0 0.00
C 3.609 3.235 0.061 0.7 -0.1 0.0 -0.36
O 4.791 3.326 0.309 0.0 0.2 0.2 0.10
C 2.465 4.082 0.590 -0.8 0.4 0.1 -0.24
O 2.530 4.978 1.427 0.2 -0.2 0.0 0.09
C 1.272 3.598 -0.045 0.1 0.3 0.1 -0.05
C 0.034 3.989 0.390 0.4 -0.1 -0.2 -0.20
O -0.095 4.931 1.309 0.0 0.0 0.1 0.13
H 0.814 5.230 1.589 -0.1 -0.2 -0.2 0.11
C -1.196 3.312 -0.041 -0.2 0.3 0.1 -0.15
C -1.481 3.107 -1.389 0.0 0.2 0.3 -0.02
C -2.586 2.376 -1.789 -0.3 -0.2 0.0 0.03
C -3.386 1.822 -0.804 0.4 0.3 0.4 -0.22
C -3.122 2.040 0.550 -0.2 -0.2 -0.3 -0.13
C -2.047 2.797 0.942 0.1 0.0 -0.2 0.06
H -1.834 2.973 1.984 0.0 0.0 0.1 0.14
C -4.171 1.324 1.347 -0.1 0.1 0.0 -0.05
H -4.794 2.025 1.906 0.0 0.0 0.0 0.13
H -3.732 0.620 2.056 0.0 0.0 0.0 0.12
C -4.969 0.588 0.247 -0.3 -0.5 0.5 -0.31
C -4.804 -0.926 0.318 -0.1 0.4 -0.2 -0.02
H -3.748 -1.185 0.296 0.1 0.0 0.0 0.07
H -5.250 -1.304 1.235 0.0 -0.1 0.1 0.09
H -5.294 -1.391 -0.533 -0.1 -0.1 -0.1 0.09
H -6.035 0.844 0.275 0.2 0.0 0.0 0.15
O -4.471 1.055 -1.018 0.0 0.1 -0.5 0.03
H -2.814 2.223 -2.830 0.0 0.0 -0.2 0.12
H -0.842 3.551 -2.135 0.1 0.0 -0.1 0.12
C 3.858 1.496 -1.640 0.2 -0.3 -0.1 -0.12
H 4.892 1.816 -1.482 -0.1 0.0 -0.1 0.13
C 3.730 -0.001 -1.356 0.1 0.2 0.2 -0.13
H 2.700 -0.323 -1.516 0.1 -0.1 0.0 0.10
H 4.369 -0.541 -2.058 0.0 0.0 0.0 0.12
C 4.146 -0.348 0.076 0.0 0.4 -0.4 -0.13
N 3.991 -1.755 0.326 0.0 -0.3 0.2 -0.09
C 4.951 -2.707 0.349 0.2 0.0 0.0 -0.18
N 4.460 -3.900 0.540 0.5 -0.4 0.0 0.05
C 3.116 -3.729 0.641 -0.2 0.2 0.0 -0.16
C 2.804 -2.408 0.508 -0.3 -0.1 0.0 -0.07
H 1.873 -1.879 0.532 -0.2 0.1 0.0 0.09
H 2.466 -4.566 0.803 -0.2 -0.1 0.0 0.09
H 5.993 -2.487 0.232 0.2 0.2 0.0 0.12
H 3.524 0.210 0.782 0.2 -0.1 0.0 0.12
H 5.191 -0.074 0.243 -0.1 0.0 0.1 0.14
H 3.581 1.686 -2.684 0.1 0.1 0.1 0.13
H 1.378 2.621 -1.992 0.0 0.0 0.1 0.16
H 1.409 1.420 1.584 0.0 0.1 0.1 0.13
H 0.072 -0.462 2.343 0.0 -0.1 0.1 0.11
H -0.353 -2.736 2.360 -0.1 0.1 0.0 0.13
H -1.758 -1.740 2.834 0.1 0.0 -0.1 0.12
H -1.893 -4.494 1.503 0.0 -0.1 0.0 0.08
H -3.288 -3.510 1.953 -0.1 0.0 0.0 0.07
H -2.218 -4.153 3.209 0.0 -0.1 0.1 0.08



# 3
11
Properties=species:S:1:pos:R:3:forces:R:3:lowdin_charge:R:1 method="wB97M-V/def2-TZVPD" de_lowest_kcal_mol=3.7 orbital_gap_ev=9.33 smiles=Nc1c(F)nnn1O
C 0.274 0.281 -0.050 0.3 0.1 0.1 -0.26
C 1.323 -0.598 -0.008 0.6 -0.9 -0.7 -0.31
H -0.611 2.161 -0.028 0.3 -0.6 0.0 0.10
H 1.033 2.090 0.291 -0.1 0.0 -0.1 0.10
H -2.532 -0.905 0.390 0.8 1.3 -0.8 0.16
N 0.256 1.644 -0.177 -0.3 1.0 0.2 0.15
N 0.881 -1.863 -0.091 -0.2 0.3 0.3 0.08
N -0.448 -1.835 -0.121 1.3 -0.3 0.1 0.04
N -0.755 -0.563 -0.083 -0.9 0.8 0.0 -0.20
O -2.053 -0.145 -0.070 -1.0 -1.3 0.7 0.06
F 2.630 -0.265 -0.052 -0.8 -0.3 0.2 0.08



The following HOMO energy values (in Ha) correspond, in order, to the records above: -0.323 -0.309 -0.326.
The following max |F| values (in eV/A) correspond, in order, to the records above: 1.798 0.868 1.798.
The following E_LUMO values (in eV) correspond, in order, to the records above: 0.85 -0.39 0.46.